# 1
The following is a quantum chemistry calculation of 10 unconnected molecules or ions with the total composition C18H44BrO14P, from OMol25.

DFT total energy, eV: -127360.385
Orbital gap, Ha: 0.292
Structure (SMILES): O=C(OCC(=O)c1ccccc1)OP(O)Br.CO.CO.CO.CO.CO.CO.CO.CO.CO
M, g/mol: 595.4
E_HOMO, eV: -8.78
Charge: 0
E_LUMO, eV: -0.831

Element x y z (Å)
O 3.210 0.083 0.577
C 2.267 0.368 1.516
O 1.338 -0.708 1.908
C 0.062 -0.636 1.180
C -1.125 -0.238 2.287
O -0.933 -0.526 3.579
C -2.520 0.546 1.803
C -3.384 1.262 3.038
C -4.767 2.110 2.681
C -5.256 2.231 1.099
C -4.388 1.473 -0.101
C -2.990 0.613 0.216
O 2.307 1.721 2.090
P 2.332 2.962 0.868
O 3.038 4.466 1.496
Br 0.134 3.441 0.338
H 0.118 0.287 0.441
H -0.203 -1.604 0.567
H -3.065 1.195 4.167
H -5.343 2.612 3.582
H -6.221 2.854 0.817
H -4.728 1.515 -1.221
H -2.367 0.077 -0.618
H 2.499 4.743 2.304
C -6.073 -0.298 -4.098
O -6.065 0.294 -2.812
H -5.733 0.438 -4.830
H -5.398 -1.157 -4.108
H -7.088 -0.616 -4.348
H -6.371 -0.382 -2.184
C -8.865 2.173 -0.314
O -8.069 3.315 -0.571
H -8.295 1.473 0.302
H -9.770 2.471 0.220
H -9.129 1.691 -1.259
H -8.601 3.916 -1.119
C 6.394 -1.519 0.354
O 6.226 -0.150 0.671
H 7.277 -1.632 -0.279
H 6.532 -2.093 1.274
H 5.514 -1.880 -0.184
H 5.436 -0.081 1.233
C -5.772 -4.239 -3.714
O -6.581 -3.367 -2.948
H -4.854 -3.717 -3.996
H -5.518 -5.120 -3.118
H -6.310 -4.540 -4.616
H -7.387 -3.858 -2.712
C -2.622 -1.787 -4.946
O -3.415 -2.478 -5.894
H -2.703 -2.292 -3.980
H -1.579 -1.791 -5.270
H -2.981 -0.760 -4.848
H -3.324 -2.007 -6.740
C 7.953 -2.386 4.230
O 8.749 -1.244 3.973
H 8.523 -3.086 4.846
H 7.047 -2.088 4.764
H 7.689 -2.868 3.285
H 8.217 -0.643 3.425
C -5.722 3.576 -5.551
O -5.714 4.169 -4.265
H -5.382 4.312 -6.283
H -5.047 2.717 -5.561
H -6.737 3.259 -5.801
H -6.020 3.492 -3.637
C 10.035 -0.408 7.364
O 8.913 -0.279 6.510
H 9.891 0.229 8.240
H 10.133 -1.448 7.685
H 10.937 -0.094 6.832
H 9.070 -0.855 5.743
C 10.329 -1.135 1.088
O 10.389 -1.869 -0.121
H 9.728 -1.691 1.812
H 11.338 -0.999 1.484
H 9.865 -0.163 0.903
H 10.929 -1.351 -0.743

# 2
The following is a quantum chemistry calculation of a molecular structure, C18H44Cl4O10, from OMol25.

DFT total energy, eV: -89938.406
Orbital gap (alpha / beta), Ha: 0.077 / 0.346
M, g/mol: 562.4
⟨S²⟩: 0.7506
Spin multiplicity: 2
E_HOMO (alpha / beta), eV: 0.42 / -6.97
Charge: -1
E_LUMO (alpha / beta), eV: 2.511 / 2.446

Element x y z (Å)
C 2.948 2.588 2.359
C 2.421 3.610 1.416
C 1.175 2.886 0.817
O 1.104 1.616 1.405
C 2.422 1.280 1.791
H 2.496 2.680 3.347
H 4.022 2.657 2.529
H 3.140 3.817 0.622
H 2.106 4.515 1.936
H 1.434 2.814 -0.239
H 0.308 3.525 0.982
H 3.047 0.872 0.996
H 2.402 0.457 2.504
C 2.807 -2.411 0.990
C 3.760 -3.554 0.496
C 2.955 -4.740 0.685
O 1.533 -4.365 0.802
C 1.402 -2.931 0.635
H 3.100 -1.471 0.521
H 2.797 -2.256 2.069
H 4.768 -3.564 0.909
H 3.940 -3.485 -0.577
H 3.253 -5.337 1.547
H 2.905 -5.349 -0.218
H 0.575 -2.619 1.274
H 1.214 -2.728 -0.419
C -3.459 -3.982 -0.806
C -2.565 -4.089 0.449
O -3.409 -3.652 1.587
O -4.631 -4.713 -0.705
H -2.892 -4.416 -1.630
H -3.552 -2.923 -1.047
H -1.581 -3.623 0.399
H -2.256 -5.133 0.490
H -3.553 -2.707 1.493
H -4.968 -4.562 0.181
C 0.778 5.369 -3.706
C -0.499 5.554 -2.915
O -0.989 4.341 -2.467
O 0.572 4.548 -4.837
H 1.617 5.050 -3.087
H 1.077 6.341 -4.099
H -1.286 6.070 -3.465
H -0.414 6.169 -2.019
H -0.701 3.740 -3.159
H 1.173 4.712 -5.567
C -0.563 -0.402 2.920
C -0.196 -0.318 4.410
O 0.842 0.507 4.575
O -1.185 0.669 2.241
H -1.278 -1.223 2.971
H 0.281 -0.801 2.358
H -0.036 -1.330 4.781
H -0.983 0.136 5.012
H 1.683 0.053 4.666
H -0.725 0.955 1.448
C -2.510 2.710 0.230
C -3.814 2.433 -0.536
O -3.655 2.257 -1.962
O -2.049 4.047 0.048
H -1.603 2.164 -0.028
H -2.756 2.436 1.256
H -4.496 3.283 -0.575
H -4.400 1.582 -0.189
H -4.430 1.820 -2.323
H -1.711 4.030 -0.851
C 0.162 -4.980 -3.577
Cl 0.980 -3.483 -3.053
Cl -0.472 -5.984 -2.251
H -0.783 -4.718 -4.052
H 0.721 -5.486 -4.364
C 0.261 -0.287 -1.391
Cl -1.371 -0.911 -1.173
Cl -0.091 1.111 -2.381
H 0.761 0.038 -0.478
H 0.919 -0.905 -2.002

# 3
The following is a quantum chemistry calculation of 3 unconnected molecules or ions with the total composition C18H44ClF3N4O8P2S2, from OMol25.

DFT total energy, eV: -102641.220
Orbital gap, Ha: 0.323
Structure (SMILES): [H]/N=C/CP(N)(C[C@@H](C)Cl)(P(O)(O)=S)S(=O)(=O)C(F)(F)F.COCCNCCOC.COCCNCCOC
M, g/mol: 663.1
Energy relative to the best compared isomer or geometry (same formula, charge and spin), eV: 0.000
E_HOMO, eV: -8.53
Charge: 0
E_LUMO, eV: 0.243

Element x y z (Å)
H -4.064 2.180 -1.560
N -3.400 1.824 -0.873
C -2.675 2.770 -0.450
C -1.616 2.461 0.579
P 0.020 2.143 -0.169
N 0.101 1.877 -1.811
C 1.470 2.455 0.915
C 2.894 2.531 0.303
C 3.594 3.846 0.649
Cl 3.894 1.191 0.928
P -0.024 -0.150 0.254
O -1.482 -0.687 -0.184
O -0.108 -0.376 1.851
S 1.400 -1.125 -0.609
S 0.103 4.446 -0.944
O -0.906 4.717 -1.951
O 1.494 4.773 -1.205
C -0.367 5.681 0.406
F -1.687 5.697 0.616
F 0.224 5.360 1.574
F 0.024 6.896 0.056
H -2.758 3.802 -0.779
H -1.514 3.273 1.302
H -1.921 1.564 1.114
H -0.263 0.980 -2.112
H 1.013 2.035 -2.225
H 1.259 3.420 1.376
H 1.440 1.710 1.710
H 2.865 2.431 -0.780
H 2.882 4.667 0.689
H 4.102 3.762 1.609
H 4.332 4.089 -0.114
H -1.395 -1.114 -1.051
H -1.012 -0.468 2.178
C 6.395 -2.973 7.335
O 5.821 -3.826 6.369
C 4.456 -4.149 6.596
C 3.569 -3.547 5.530
N 3.530 -2.098 5.638
C 2.836 -1.421 4.549
C 3.397 -1.555 3.140
O 4.654 -0.926 2.960
C 5.783 -1.709 3.284
H 7.460 -2.912 7.115
H 5.970 -1.963 7.311
H 6.267 -3.372 8.347
H 4.146 -3.802 7.587
H 4.360 -5.238 6.568
H 2.554 -3.937 5.659
H 3.932 -3.901 4.555
H 4.479 -1.749 5.693
H 2.802 -0.355 4.791
H 1.800 -1.776 4.530
H 2.708 -1.052 2.461
H 3.454 -2.600 2.811
H 5.607 -2.770 3.082
H 6.083 -1.604 4.332
H 6.609 -1.365 2.661
C -7.361 -2.663 -5.020
O -6.275 -2.685 -5.920
C -6.232 -1.593 -6.830
C -5.034 -0.711 -6.559
N -5.175 -0.016 -5.290
C -3.998 0.724 -4.858
C -2.724 -0.062 -4.569
O -2.820 -0.918 -3.444
C -3.359 -2.204 -3.684
H -7.345 -3.606 -4.477
H -7.295 -1.838 -4.300
H -8.316 -2.577 -5.548
H -7.155 -1.010 -6.764
H -6.154 -2.001 -7.841
H -4.954 0.030 -7.361
H -4.137 -1.346 -6.611
H -5.430 -0.685 -4.575
H -4.262 1.266 -3.947
H -3.765 1.476 -5.619
H -1.943 0.666 -4.332
H -2.379 -0.631 -5.441
H -3.116 -2.558 -4.690
H -4.444 -2.233 -3.557
H -2.918 -2.886 -2.956